Entry 1:
Here is C33H22BrF4N2O3PSn as an isolated structure from the Open Molecules 2025 dataset. Energies are from wB97M-V/def2-TZVPD.

Values from the calculation:
ΔE to the lowest compared entry with this formula, charge and spin = 0.000 eV
M = 800.1 g mol⁻¹
F_max = 0.54 eV Å⁻¹
total charge = +2
spin multiplicity = 1
total energy = -5134.4890 hartree

XYZ file:
```
67
Properties=species:S:1:pos:R:3:lowdin_charge:R:1
Sn 0.079 0.493 1.380 1.21
Br 0.813 -2.570 2.192 0.88
P 2.539 -0.117 0.474 1.01
F 4.955 -1.289 -0.781 0.12
F 4.381 -5.763 0.389 0.19
F 5.797 -3.816 -0.858 0.18
F 2.138 -5.155 1.727 0.11
O -0.761 -0.827 -0.144 -0.23
O 0.672 2.418 0.262 -0.13
O -1.224 -3.417 -1.002 -0.05
N -1.644 1.632 -0.107 -0.06
N -1.554 2.854 -0.289 0.17
C -4.633 -2.054 -0.719 -0.01
C 4.932 1.157 1.206 -0.08
C 2.799 -4.192 1.106 -0.25
C -3.095 -0.232 -0.341 -0.09
C 4.685 -3.525 -0.216 -0.12
C -0.141 3.260 -0.125 -0.31
C 5.772 1.751 2.133 -0.04
C -0.910 5.527 -0.719 0.01
C 3.247 0.910 2.919 -0.11
C 3.964 -4.520 0.421 -0.12
C -4.447 -0.756 -0.471 -0.01
C 0.706 7.274 -1.005 -0.01
C 3.047 -1.864 0.485 -0.29
C -1.940 -1.158 -0.428 -0.21
C 2.345 0.030 -3.567 -0.05
C 3.310 2.115 -2.856 -0.05
C 2.275 -0.387 -2.248 -0.08
C -3.502 -2.929 -0.919 0.10
C -2.210 -2.512 -0.848 -0.21
C 1.750 6.389 -0.734 -0.03
C 1.470 5.073 -0.445 0.01
C 2.351 -2.885 1.141 -0.56
C 4.224 -2.218 -0.169 -0.20
C 2.730 0.447 -1.228 -0.36
C 4.095 1.503 3.842 -0.05
C 3.656 0.743 1.595 -0.36
C 2.866 1.280 -3.872 -0.05
C 3.239 1.705 -1.533 -0.10
C -0.046 -3.057 -1.725 -0.04
C 0.135 4.632 -0.435 -0.15
C -2.929 1.093 -0.222 0.02
C -0.616 6.848 -0.996 -0.03
C 5.354 1.929 3.446 -0.04
H 2.772 6.740 -0.751 0.12
H 0.931 8.309 -1.227 0.13
H 2.004 -0.624 -4.357 0.12
H 6.761 2.068 1.832 0.12
H 6.016 2.393 4.164 0.12
H 5.276 1.006 0.192 0.11
H 2.258 4.367 -0.236 0.11
H -0.292 -2.436 -2.590 0.11
H -1.935 5.189 -0.709 0.11
H 0.380 -3.995 -2.071 0.11
H -1.413 7.547 -1.205 0.12
H 3.774 1.625 4.867 0.12
H 0.668 -2.539 -1.083 0.04
H -5.268 -0.061 -0.364 0.13
H 2.933 1.600 -4.902 0.12
H 3.727 3.084 -3.097 0.12
H 3.594 2.357 -0.747 0.10
H 2.281 0.549 3.261 0.06
H 1.880 -1.371 -2.019 0.08
H -3.682 -3.973 -1.140 0.15
H -5.624 -2.474 -0.809 0.13
H -3.754 1.798 -0.264 0.15
```

Entry 2:
Here is C33H24AsBrCaF6N4OP as an isolated structure from the Open Molecules 2025 dataset. Energies are from wB97M-V/def2-TZVPD.

Values from the calculation:
ΔE to the lowest compared entry with this formula, charge and spin = 0.527 eV
M = 832.4 g mol⁻¹
F_max = 3.09 eV Å⁻¹
<S²> = 0.840
spin multiplicity = 2
total energy = -7994.2935 hartree

XYZ file:
```
72
Properties=species:S:1:pos:R:3:lowdin_charge:R:1
Br -5.832 -1.664 5.088 0.77
As 4.536 -1.169 -2.086 0.76
Ca 1.847 -0.555 -1.395 1.28
P 0.413 2.190 -1.197 0.64
F 3.863 -0.094 -0.824 -0.34
F 5.049 -2.187 -3.368 -0.21
F 5.818 -1.641 -1.057 -0.20
F 3.122 -0.681 -3.096 -0.37
F 5.428 0.164 -2.695 -0.20
F 3.510 -2.449 -1.447 -0.26
O 1.532 -1.107 0.558 -0.10
N -1.578 -5.514 1.357 0.10
N 0.299 0.813 -1.885 -0.45
N 0.615 -2.468 -1.612 0.02
N -2.402 -5.757 2.249 0.11
C -2.111 5.422 -3.284 -0.10
C -0.757 -4.856 -1.274 0.02
C 0.262 1.605 2.855 -0.09
C 0.257 -3.192 -2.653 -0.07
C -0.583 3.505 -1.984 -0.30
C -4.354 -4.085 4.862 -0.11
C 2.576 3.746 -0.155 -0.10
C -0.402 -3.581 2.265 0.01
C -3.568 -3.613 2.236 -0.01
C -4.371 -2.696 2.880 -0.11
C -1.924 2.318 2.161 -0.09
C -0.583 4.822 -1.528 -0.08
C -1.461 2.470 0.861 -0.08
C -1.340 3.153 -3.092 -0.09
C -1.063 1.888 3.159 -0.10
C 4.656 3.993 -1.337 -0.08
C 0.324 -2.909 -0.379 -0.13
C 0.396 -2.501 2.065 0.06
C 0.805 -2.095 0.751 -0.30
C 0.727 1.752 1.556 -0.11
C -0.411 -4.080 -0.155 -0.08
C -0.132 2.192 0.552 -0.28
C -2.105 4.113 -3.742 -0.09
C -3.141 -4.773 2.901 -0.28
C -4.746 -2.932 4.196 -0.68
C -3.572 -5.016 4.207 -0.01
C 4.177 3.182 -2.356 -0.08
C 3.855 4.277 -0.241 -0.08
C -0.844 -4.391 1.186 -0.20
C -1.350 5.777 -2.177 -0.09
C 2.898 2.652 -2.274 -0.10
C -0.411 -4.414 -2.526 -0.01
C 2.094 2.922 -1.170 -0.29
H -3.263 -5.924 4.708 0.12
H -0.654 -4.988 -3.409 0.12
H -1.422 1.777 4.175 0.10
H -2.132 2.805 0.078 0.11
H -2.695 3.840 -4.608 0.10
H 1.954 3.966 0.704 0.10
H 5.655 4.405 -1.398 0.10
H 2.504 2.033 -3.072 0.10
H -4.710 -1.805 2.370 0.11
H 0.016 5.094 -0.667 0.10
H -1.311 2.120 -3.422 0.09
H -2.958 2.541 2.396 0.10
H -3.283 -3.452 1.203 0.12
H 4.804 2.955 -3.208 0.10
H 0.750 -1.903 2.895 0.13
H 4.228 4.913 0.553 0.10
H -0.686 -3.855 3.273 0.13
H 1.760 1.531 1.323 0.10
H -4.671 -4.256 5.881 0.11
H -1.354 6.801 -1.825 0.10
H -1.283 -5.788 -1.122 0.12
H 0.938 1.276 3.637 0.10
H -2.709 6.170 -3.790 0.10
H 0.504 -2.794 -3.630 0.13
```

Entry 3:
Here is C33H24BrF9KNOPSi as an isolated structure from the Open Molecules 2025 dataset. Energies are from wB97M-V/def2-TZVPD.

Values from the calculation:
ΔE to the lowest compared entry with this formula, charge and spin = 0.116 eV
M = 799.6 g mol⁻¹
F_max = 0.17 eV Å⁻¹
total charge = -1
spin multiplicity = 1
total energy = -6105.6284 hartree

XYZ file:
```
72
Properties=species:S:1:pos:R:3:lowdin_charge:R:1
Br -2.172 -1.426 -3.088 0.84
K -1.486 1.452 -1.145 0.67
P 0.742 -1.185 -1.472 1.09
Si -2.136 2.248 2.295 0.32
F -1.375 6.150 -2.790 0.08
F -2.151 -6.409 -1.840 0.13
F 1.511 -3.963 -0.312 0.11
F 1.114 2.148 -2.216 0.01
F 0.779 7.568 -2.064 0.09
F 3.121 6.347 -1.391 0.08
F 3.253 3.605 -1.478 0.09
F 0.199 -6.272 -0.498 0.13
F -3.185 -4.217 -2.988 0.08
O -1.259 3.362 -2.867 -0.17
N -2.164 0.815 1.410 -0.14
C -2.028 -4.108 -2.333 -0.28
C 1.006 3.505 -2.192 -0.16
C -0.151 -2.797 -1.532 -0.30
C -2.677 -1.430 0.734 -0.08
C 1.835 0.304 0.502 -0.12
C 1.114 -0.873 0.286 -0.38
C 2.051 5.615 -1.765 -0.17
C -0.310 -5.176 -1.059 -0.13
C -0.754 3.388 1.688 -0.17
C -2.648 -3.289 2.279 -0.15
C -1.507 -5.248 -1.744 -0.14
C 3.525 -1.828 -1.372 -0.08
C -0.245 5.487 -2.479 -0.15
C -2.349 -0.475 1.739 -0.41
C -2.231 -1.025 3.048 -0.07
C 0.351 -3.963 -0.972 -0.21
C 4.777 -2.460 -3.328 -0.10
C 2.434 -1.966 -3.505 -0.10
C 1.867 -0.122 2.862 -0.08
C -1.934 2.182 4.175 -0.20
C 3.627 -2.348 -4.098 -0.09
C -2.369 -2.377 3.297 -0.13
C 2.212 0.677 1.781 -0.08
C 4.723 -2.195 -1.968 -0.08
C 0.856 6.226 -2.106 -0.16
C 0.763 -1.662 1.375 -0.08
C -3.735 3.206 1.992 -0.19
C 1.139 -1.285 2.655 -0.07
C 2.369 -1.715 -2.136 -0.36
C -0.247 4.066 -2.547 -0.39
C -2.817 -2.780 0.995 -0.13
C -1.360 -2.901 -2.228 -0.59
C 2.113 4.236 -1.812 -0.16
H 2.100 0.937 -0.338 0.10
H 0.831 -1.893 3.495 0.11
H 5.617 -2.278 -1.363 0.10
H -1.004 1.688 4.467 0.02
H -3.865 3.408 0.925 0.02
H 0.225 3.065 2.051 0.02
H 1.543 -1.853 -4.114 0.10
H 2.767 1.594 1.931 0.11
H 0.150 -2.545 1.250 0.10
H -0.930 4.403 2.057 0.03
H -1.919 3.197 4.582 0.02
H -3.753 4.165 2.517 0.02
H -4.597 2.619 2.321 0.02
H -2.849 -1.061 -0.272 0.05
H -2.762 -4.345 2.485 0.08
H -0.683 3.466 0.600 -0.01
H 5.714 -2.748 -3.789 0.10
H -1.988 -0.365 3.868 0.07
H -2.250 -2.733 4.316 0.09
H 3.489 -1.637 -0.307 0.10
H -2.763 1.647 4.643 0.02
H 3.663 -2.543 -5.162 0.10
H 2.149 0.170 3.865 0.10
H -3.076 -3.451 0.181 0.09
```

Entry 4:
Here is a 2-piece molecular cluster, C33H24F3O3 overall from the Open Molecules 2025 dataset. Energies are from wB97M-V/def2-TZVPD.

Values from the calculation:
ΔE to the lowest compared entry with this formula, charge and spin = 0.000 eV
M = 525.5 g mol⁻¹
F_max = 4.12 eV Å⁻¹
total charge = -1
spin multiplicity = 1
total energy = -1797.2902 hartree

XYZ file:
```
63
Properties=species:S:1:pos:R:3:lowdin_charge:R:1
F 2.957 1.165 2.791 0.11
F 0.776 0.853 2.897 0.12
F 2.145 -0.643 3.762 0.11
O 3.526 -6.799 -8.148 0.07
O 9.258 -4.114 -0.703 -0.08
O 2.098 -2.404 -2.108 -0.11
C 5.898 -7.378 -6.685 -0.17
C 1.578 -2.459 0.158 -0.04
C 2.050 -1.813 -1.025 -0.54
C 5.348 -5.320 -5.483 0.03
C 3.044 -4.808 -7.010 -0.09
C 1.868 -4.534 -7.848 -0.17
C -0.367 -3.997 -9.405 -0.10
C 8.109 -8.299 -6.911 -0.10
C 0.553 -2.998 -9.152 -0.09
C 1.658 -3.262 -8.376 -0.03
C 5.960 -3.510 -3.238 -0.20
C 6.948 -3.623 -1.038 0.01
C 10.500 -4.374 -1.313 -0.10
C 7.240 -3.749 -3.785 -0.04
C 7.282 -7.216 -6.727 -0.04
C 2.005 -0.480 1.440 -0.19
C 4.783 -3.416 -4.052 0.08
C -0.172 -5.265 -8.893 -0.09
C 8.334 -3.931 -2.988 -0.03
C 3.393 -3.964 -6.000 0.05
C 4.541 -4.185 -5.187 -0.19
C 7.570 -9.563 -7.044 -0.11
C 2.473 -0.456 -0.910 -0.04
C 1.971 0.248 2.770 -0.60
C 2.448 0.179 0.298 -0.08
C 8.218 -3.896 -1.585 -0.24
C 1.564 -1.796 1.352 -0.08
C 6.201 -9.742 -7.008 -0.09
C 3.841 -6.005 -7.273 -0.31
C 5.862 -3.413 -1.836 0.01
C 0.941 -5.535 -8.131 -0.02
C 5.369 -8.658 -6.841 -0.02
C 5.036 -6.210 -6.460 -0.09
H 1.122 -6.526 -7.748 0.11
H 4.299 -8.779 -6.831 0.11
H 2.809 0.041 -1.804 0.09
H 1.217 -2.285 2.249 0.10
H -0.896 -6.041 -9.083 0.10
H 9.176 -8.154 -6.964 0.10
H 7.353 -3.763 -4.855 0.11
H -1.234 -3.788 -10.009 0.09
H 1.237 -3.477 0.072 0.09
H 11.240 -4.537 -0.530 0.09
H 3.963 -2.830 -3.663 0.11
H 2.774 -3.108 -5.798 0.13
H 6.190 -5.536 -4.852 0.11
H 2.777 1.203 0.388 0.10
H 9.301 -4.089 -3.434 0.09
H 5.785 -10.732 -7.109 0.10
H 6.850 -3.619 0.033 0.12
H 10.435 -5.270 -1.930 0.09
H 7.690 -6.225 -6.625 0.11
H 4.897 -3.219 -1.404 0.12
H 0.408 -2.013 -9.565 0.10
H 8.221 -10.409 -7.189 0.09
H 2.386 -2.492 -8.182 0.11
H 10.802 -3.518 -1.915 0.09
```

Which of these has the lowest F_max? C33H24BrF9KNOPSi